Entry from OMol25: a gas-phase ion, C5H7BrNO2 (charge +1) (wB97M-V/def2-TZVPD).

Computed properties:
SMILES ... O=[N+]1OCC=C[C@H]1CBr
Highest occupied orbital energy (spin up / spin down) ... -14.2 / -14.2 eV
LUMO level (spin up / spin down) ... -6.77 / -6.77 eV

The geometry in ORCA input format:
```
! wB97M-V def2-TZVPD RIJCOSX def2/J DEFGRID3
* xyz 1 1
C -0.9137 -0.4233 -0.9504
O 0.7048 2.8579 0.5350
H -2.0171 -0.2923 0.9782
C 0.9568 -0.1920 1.6189
O 0.7036 1.3942 -1.1131
N 0.4033 1.7712 0.1511
C -0.2201 0.8359 1.0403
H -0.6744 1.4747 1.7474
H 1.8156 0.1520 2.1823
H -0.2227 0.6390 -2.6690
C -1.2516 -0.0823 0.3029
Br 0.2501 -1.5841 2.7910
C 0.2310 0.2147 -1.6485
H 0.9609 -0.4315 -2.0061
H -1.3662 -1.0351 -1.6595
H 1.2706 -0.8640 0.7973
*
```

***

Entry from OMol25: 2 unconnected molecules or ions with the total composition C11H16N6O2 (wB97M-V/def2-TZVPD).

Computed properties:
SMILES ... O=[N+]([O-])c1ccc2nnnn2c1.CN1CCCCC1
Relative energy (zero: lowest compared OMol25 entry of this formula, charge and spin) ... 18.2 kJ/mol
Highest occupied orbital energy ... -8.4 eV
LUMO level ... -1.41 eV

The geometry in ORCA input format:
```
! wB97M-V def2-TZVPD RIJCOSX def2/J DEFGRID3
* xyz 0 1
H -1.3599 2.6956 -1.0615
O 0.3404 -3.0882 -3.0821
N -0.0215 -2.1491 -2.3404
H 0.0459 -4.4844 -1.1312
C -1.4221 -4.1389 0.4410
H -1.9115 1.0762 -1.1695
H -0.3778 1.1174 1.7081
H -0.9314 -0.4085 -0.5179
C 1.1032 2.7356 1.5611
C -0.9921 1.6767 -1.2553
H 2.8404 1.4371 1.8769
H -0.5969 1.5280 -2.2724
H 0.9520 2.9153 2.6315
C -1.0311 -1.4263 -0.2763
N -2.5663 -0.9864 1.6122
H 3.5121 1.4619 -0.5322
C -0.5799 -3.7959 -0.5820
H -0.9569 2.5880 0.9440
C -0.0817 1.9203 1.0100
N -1.8580 -1.7877 0.7712
H -1.5497 -5.1388 0.7945
C 2.5058 2.2485 1.2339
N -3.2118 -1.7703 2.4251
C -0.4982 -2.4566 -1.0325
C 1.4065 1.1233 -0.8439
H 3.1709 3.0973 1.3988
C 2.5647 1.9233 -0.2434
H 1.3552 1.3411 -1.9200
N -2.9301 -3.1170 2.1896
H 1.0239 3.7214 1.1068
O -0.0660 -0.9569 -2.7352
C -2.1123 -3.1122 1.1423
N 0.0589 1.2891 -0.2966
H 2.5582 2.8805 -0.7550
H 1.6168 0.0406 -0.7997
*
```

***

Entry from OMol25: a molecular structure, C30H43N4O8PrSSi2Te (wB97M-V/def2-TZVPD).

Computed properties:
Relative energy (zero: lowest compared OMol25 entry of this formula, charge and spin) ... 96.9 kJ/mol
Highest occupied orbital energy (spin up / spin down) ... -6.8 / -6.8 eV
LUMO level (spin up / spin down) ... -0.05 / -0.05 eV

The geometry in ORCA input format:
```
! wB97M-V def2-TZVPD RIJCOSX def2/J DEFGRID3
* xyz 0 3
C 4.4588 1.5662 4.2876
C 0.2033 2.1106 -4.5259
N -0.6586 -2.0444 -3.5694
C -0.2126 2.6215 -5.7729
C -0.0836 -4.9225 -1.1634
N -2.6292 -1.3395 -4.1971
S -2.1494 -0.9907 -1.5206
Si -0.4199 -0.9651 4.5931
H -0.5738 1.3907 5.2659
H 1.9361 5.2330 -5.9560
Pr 0.3461 1.2081 0.3017
C 3.6701 0.6979 3.5461
H 0.1244 4.1381 -7.2694
H -1.7512 -7.1780 0.4672
C 0.7451 -1.9691 3.4333
C -1.3439 -3.3095 1.1712
H -4.6336 -1.4751 -4.8386
H 0.1248 -5.9482 -1.5524
H 0.9120 -6.6348 1.7026
H -2.7708 -0.9201 5.0802
Te 0.4110 -2.0693 1.2818
C 3.5594 2.7115 0.3397
H -1.8619 -3.2409 2.1468
C -2.0693 -6.1545 0.7833
O -0.9222 3.1212 -0.6606
H 0.0550 -2.5242 6.5123
H -0.3925 5.0637 -0.9741
H -1.9742 -2.8318 0.3831
C 0.4159 3.7300 -6.2973
C 3.8234 2.3014 1.6733
H -0.3089 -0.8731 7.1065
H 5.5360 3.4298 4.4169
H 1.2706 -1.2476 6.3804
C -2.1825 -1.4033 4.3000
H -2.3510 2.4013 -1.9869
O 1.0323 0.9466 -2.0534
H -0.8397 1.2361 3.5199
H -2.4275 -6.2378 1.8184
C 1.6418 2.0439 -2.4153
O 2.3153 0.4659 1.6121
C -0.7292 4.4409 -0.1555
C 0.1919 -1.4418 6.3138
C -2.8620 1.8774 0.0224
C -0.7277 -2.2126 -4.9536
H -4.3543 -0.7492 -3.1615
H -0.1333 0.7449 -3.2273
C 1.2830 2.6422 -3.7727
H -1.0394 2.1372 -6.3126
N 2.4565 2.7041 -1.6311
H 2.7440 4.1598 -3.8396
H 1.7925 -5.1038 1.3895
H -2.3143 -2.5017 4.3847
C -2.2749 2.8353 -0.9747
H 4.9135 4.1744 2.0953
O -0.5870 1.0799 -4.0722
H -2.3453 -1.6640 -6.3304
C -1.8085 -1.4870 -3.0854
N 2.6176 2.1993 -0.4134
C 3.2455 1.1309 2.2599
C -1.9378 -1.7572 -5.3510
H 0.0690 -2.3194 -2.9275
H 0.7360 -3.0138 3.7738
H 0.8065 1.1354 4.1266
H 4.7007 1.2945 5.3216
C 4.6079 3.2104 2.4897
H 3.3310 -0.2632 3.9129
H 1.8007 -1.6457 3.5191
H -1.6658 4.8030 0.3042
C 4.9072 2.8169 3.7881
C -4.0201 -0.7945 -4.2169
H 4.1643 3.5232 -0.0926
H -2.8710 3.7436 -1.0061
H -2.5602 -1.0545 3.3069
H -4.5989 1.1900 0.5051
O -4.1972 1.8531 -0.1146
C 1.8725 3.7664 -4.3497
C 0.8195 -5.5200 1.7276
Si -0.6134 -4.9884 0.6398
O 0.2956 3.1865 1.5194
C 0.3648 4.3241 0.9443
O -2.2281 1.1595 0.7845
O 1.1410 5.2405 1.0967
H -0.8743 -4.4912 -1.8127
H 0.1024 -2.6225 -5.5018
H 0.8289 -4.3176 -1.3102
H 0.6718 -5.1727 2.7717
H -4.0266 0.1999 -4.7008
H -2.9138 -5.7915 0.1676
C -0.2377 0.8542 4.3486
C 1.4313 4.3473 -5.5702
*
```

***

Entry from OMol25: 2 unconnected molecules or ions with the total composition C2H3ClO2 (wB97M-V/def2-TZVPD).

Computed properties:
Relative energy (zero: lowest compared OMol25 entry of this formula, charge and spin) ... 598.5 kJ/mol
Highest occupied orbital energy ... -9.2 eV
LUMO level ... 0.60 eV

The geometry in ORCA input format:
```
! wB97M-V def2-TZVPD RIJCOSX def2/J DEFGRID3
* xyz 0 1
C -0.8076 -0.6452 -0.1908
H 0.6990 2.1356 0.9370
C 0.4414 -1.1225 -0.0565
H 0.6018 -2.2303 0.0265
O -0.4553 1.2778 -0.4202
Cl -2.4346 -0.7210 -0.2887
O 0.7382 1.6613 0.0501
H 1.2171 -0.3556 -0.0573
*
```